Run one
{"formula": "C5H13NS", "method": "wB97M-V/def2-TZVPD", "symbols": ["C", "C", "N", "C", "C", "C", "S", "H", "H", "H", "H", "H", "H", "H", "H", "H", "H", "H", "H", "H"], "coordinates": [[1.910, -2.246, -1.145], [1.645, -0.792, -1.068], [0.565, -0.494, 0.089], [0.412, 0.867, 0.415], [-0.677, 0.971, 1.446], [-2.051, 0.819, 0.777], [-2.625, 2.447, 0.184], [2.200, -2.609, -2.190], [2.748, -2.459, -0.365], [0.944, -2.845, -0.754], [1.379, -0.480, -2.165], [2.514, -0.219, -0.803], [-0.315, -0.928, -0.187], [0.132, 1.459, -0.500], [1.232, 1.352, 0.851], [-0.343, 0.299, 2.292], [-0.832, 1.971, 1.958], [-2.125, 0.058, -0.060], [-2.802, 0.382, 1.510], [-3.911, 2.448, -0.287]], "lumo_energy_ev": 0.87, "smiles": "CCNCCCS", "e_homo_ha": -0.322}

Run two
{"formula": "C5H13NS", "method": "wB97M-V/def2-TZVPD", "symbols": ["C", "N", "C", "C", "C", "C", "S", "H", "H", "H", "H", "H", "H", "H", "H", "H", "H", "H", "H", "H"], "coordinates": [[-2.103, -1.901, -1.723], [-1.484, -1.127, -0.646], [-0.013, -1.117, -0.442], [0.709, -1.502, -1.715], [0.386, 0.319, -0.023], [0.699, 0.591, 1.464], [0.956, 2.368, 1.743], [-1.699, -2.926, -1.820], [-3.137, -2.120, -1.462], [-1.944, -1.439, -2.692], [-2.012, -1.316, 0.187], [0.149, -1.790, 0.423], [0.543, -2.552, -1.946], [0.346, -0.875, -2.528], [1.783, -1.365, -1.605], [1.295, 0.598, -0.563], [-0.532, 0.893, -0.159], [-0.189, 0.310, 2.043], [1.517, -0.014, 1.856], [0.747, 2.736, 0.470]], "lumo_energy_ev": 1.02, "smiles": "CN[C@@H](C)CCS", "e_homo_ha": -0.314}

Short version: run two, run one, most stable first.

Run one
{"formula": "CH10N5", "method": "wB97M-V/def2-TZVPD", "symbols": ["C", "N", "N", "N", "N", "N", "H", "H", "H", "H", "H", "H", "H", "H", "H", "H"], "coordinates": [[-0.862, -0.212, 0.609], [0.922, 3.080, -0.969], [-0.101, 0.554, -1.662], [-0.163, -0.257, -0.542], [-0.638, -1.265, 1.412], [0.214, -2.328, 0.894], [-1.638, 0.580, 0.887], [1.159, 3.991, -0.531], [1.743, 2.555, -1.029], [-0.608, 1.445, -1.593], [0.875, 0.627, -2.142], [0.156, -1.261, -0.787], [-1.186, -1.436, 2.241], [1.075, -1.745, 0.747], [0.256, -3.088, 1.679], [0.563, 3.297, -1.957]], "total_charge": 1, "lumo_energy_ev": -3.27, "e_homo_ha": -0.476}

Run two
{"formula": "CH10N5", "method": "wB97M-V/def2-TZVPD", "symbols": ["C", "N", "N", "N", "N", "N", "H", "H", "H", "H", "H", "H", "H", "H", "H", "H"], "coordinates": [[0.215, -0.699, 0.025], [-1.971, -0.803, 0.436], [2.514, -0.362, 0.215], [-0.924, -1.262, -0.319], [1.393, -0.723, -0.494], [-0.275, 1.378, -0.003], [0.625, 1.798, -0.444], [-2.640, -0.091, 0.104], [-2.345, -1.472, 1.068], [2.329, 0.060, 1.128], [3.210, -1.073, 0.414], [-1.026, -1.738, -1.244], [1.632, -0.718, -1.475], [0.334, -0.565, 1.089], [-1.012, 1.482, -0.728], [-0.501, 1.522, 0.982]], "total_charge": 1, "lumo_energy_ev": -2.89, "e_homo_ha": -0.499}

Short version: run two, run one, most stable first.

Run one
{"formula": "CH3N5O", "method": "wB97M-V/def2-TZVPD", "symbols": ["C", "N", "N", "N", "N", "N", "O", "H", "H", "H"], "coordinates": [[-0.696, 0.086, -0.019], [0.249, 1.032, -0.031], [1.393, 0.742, -0.011], [2.459, 0.370, 0.020], [0.298, -1.220, 0.010], [-1.958, 0.179, -0.005], [-0.152, -2.272, -0.001], [3.450, 0.649, 0.035], [-2.464, 1.079, -0.007], [-2.579, -0.644, 0.009]], "total_charge": 2, "lumo_energy_ev": -11.99, "e_homo_ha": -0.746}

Run two
{"formula": "CH3N5O", "method": "wB97M-V/def2-TZVPD", "symbols": ["N", "C", "N", "N", "N", "N", "O", "H", "H", "H"], "coordinates": [[-0.134, -0.253, -1.997], [0.308, -0.308, -0.804], [1.269, -0.381, 0.025], [1.250, -0.224, 1.238], [0.191, 0.299, 1.736], [-0.857, 0.308, 0.933], [-1.963, 0.670, 1.092], [0.701, -0.156, -2.758], [-1.060, -0.438, -2.185], [0.295, 0.484, 2.720]], "total_charge": 2, "lumo_energy_ev": -13.86, "smiles": "[NH2+]=C=[N+]=NNN=O", "e_homo_ha": -0.780}

Short version: run one, run two, most stable first.

Run one
{"formula": "C5H16N2O2", "method": "wB97M-V/def2-TZVPD", "symbols": ["C", "C", "C", "C", "N", "O", "H", "H", "H", "H", "H", "H", "H", "H", "H", "H", "H", "C", "N", "O", "H", "H", "H", "H", "H"], "coordinates": [[-0.497, -1.442, -1.221], [0.211, -0.271, 1.220], [0.954, -1.527, 1.648], [-1.235, -0.246, 1.689], [-1.090, -0.511, -1.887], [-1.071, -2.510, -0.637], [-2.026, -2.378, -0.545], [0.568, -1.582, -1.342], [0.717, 0.570, 1.719], [-2.106, -0.530, -1.819], [-0.124, 0.858, -1.645], [0.978, -1.635, 2.738], [0.475, -2.432, 1.272], [1.990, -1.504, 1.305], [-1.769, 0.620, 1.289], [-1.318, -0.200, 2.781], [-1.772, -1.151, 1.396], [0.568, 2.722, -0.770], [0.679, 1.300, -1.037], [1.935, 0.978, -1.616], [1.883, 1.177, -2.564], [0.447, 0.460, 0.081], [1.342, 3.010, -0.058], [-0.409, 2.895, -0.320], [0.668, 3.328, -1.677]], "lumo_energy_ev": 0.72, "e_homo_ha": -0.266}

Run two
{"formula": "C5H16N2O2", "method": "wB97M-V/def2-TZVPD", "symbols": ["N", "C", "C", "C", "C", "C", "N", "H", "H", "H", "H", "H", "H", "H", "H", "H", "H", "H", "H", "O", "H", "H", "O", "H", "H"], "coordinates": [[2.193, 0.465, -2.154], [0.811, 0.524, -1.635], [0.616, 0.461, -0.326], [-0.624, 0.986, 0.289], [-1.870, 0.841, -0.572], [-2.444, -0.576, -0.588], [-2.774, -1.142, 0.716], [2.939, 0.813, -1.585], [2.200, 0.680, -3.113], [-0.045, 0.665, -2.357], [1.343, 0.323, 0.467], [-0.526, 2.072, 0.590], [-0.832, 0.431, 1.271], [-2.683, 1.507, -0.228], [-1.659, 1.192, -1.643], [-1.608, -1.270, -0.963], [-3.441, -0.558, -1.308], [-2.001, -1.788, 0.930], [-2.756, -0.401, 1.462], [0.936, -2.969, 1.525], [0.059, -2.531, 1.528], [1.511, -2.306, 1.095], [2.609, 1.702, 1.900], [1.754, 1.754, 2.294], [2.506, 0.871, 1.207]], "lumo_energy_ev": 0.46, "smiles": "N/C=C/CCCN.O.O", "e_homo_ha": -0.318}

Short version: run two, run one, most stable first.

Run one
{"formula": "C8H8O4", "method": "wB97M-V/def2-TZVPD", "symbols": ["C", "O", "C", "O", "C", "C", "O", "C", "C", "C", "C", "O", "H", "H", "H", "H", "H", "H", "H", "H"], "coordinates": [[0.562, -1.818, 2.936], [-0.074, -1.105, 1.949], [0.478, -0.949, 0.777], [1.351, -1.904, 0.289], [-0.007, -0.038, -0.164], [-1.221, 0.679, -0.225], [-2.180, 0.443, 0.588], [-1.478, 1.716, -1.177], [-0.495, 1.963, -2.179], [0.578, 1.140, -2.260], [0.910, 0.260, -1.267], [2.043, -0.432, -1.589], [-0.384, -1.937, 3.505], [1.332, -1.238, 3.525], [0.819, -2.842, 2.552], [-2.745, 1.400, 0.605], [-2.457, 2.034, -1.093], [-0.438, 2.718, -2.904], [1.445, 1.079, -2.955], [1.961, -1.171, -0.913]], "lumo_energy_ev": -0.03, "smiles": "COC(=O)c1c(O)cccc1O", "e_homo_ha": -0.308}

Run two
{"formula": "C8H8O4", "method": "wB97M-V/def2-TZVPD", "symbols": ["C", "O", "C", "O", "C", "C", "C", "O", "C", "C", "O", "C", "H", "H", "H", "H", "H", "H", "H", "H"], "coordinates": [[-3.860, 0.477, 0.114], [-2.478, 0.703, -0.381], [-1.745, -0.390, 0.000], [-2.330, -1.475, 0.203], [-0.362, -0.141, -0.152], [0.499, -1.170, 0.113], [1.893, -1.127, -0.081], [2.448, -2.377, -0.166], [2.495, 0.150, 0.076], [1.750, 1.277, 0.156], [2.144, 2.727, 0.047], [0.375, 1.127, 0.063], [-4.456, 1.410, -0.052], [-4.004, -0.041, 1.280], [-4.513, -0.219, -0.469], [0.337, -2.179, 0.067], [3.365, -2.072, 0.055], [3.582, 0.008, 0.351], [1.232, 3.251, -0.073], [-0.094, 2.007, -0.515]], "lumo_energy_ev": -0.39, "smiles": "COC(=O)c1cc(O)cc(O)c1", "e_homo_ha": -0.331}

Short version: run one, run two, most stable first.

Run one
{"formula": "C3H8N3", "method": "wB97M-V/def2-TZVPD", "symbols": ["C", "N", "C", "N", "N", "C", "H", "H", "H", "H", "H", "H", "H", "H"], "coordinates": [[1.412, -1.905, 1.356], [0.833, -0.779, 1.316], [-0.005, -0.214, 0.023], [-0.245, -1.006, -0.976], [-0.215, 1.079, 0.197], [-1.105, 1.972, -0.593], [1.877, -2.225, 2.308], [1.834, -2.488, 0.520], [-0.026, -2.046, -1.055], [-0.804, -0.565, -1.730], [0.322, 1.559, 0.874], [-1.850, 1.467, -1.306], [-1.673, 2.488, 0.116], [-0.354, 2.664, -1.050]], "total_charge": 1, "lumo_energy_ev": -4.07, "smiles": "C=NC(=[NH2+])NC", "e_homo_ha": -0.537}

Run two
{"formula": "C3H8N3", "method": "wB97M-V/def2-TZVPD", "symbols": ["C", "N", "C", "N", "C", "N", "H", "H", "H", "H", "H", "H", "H", "H"], "coordinates": [[0.687, -1.699, 0.495], [0.570, -0.208, 0.573], [1.122, 0.489, -0.862], [0.315, 1.343, -1.272], [-0.973, 1.333, -0.681], [-0.699, 0.434, 0.729], [1.052, -1.979, 1.458], [-0.177, -2.386, 0.319], [1.411, -1.739, -0.227], [2.086, 0.230, -1.345], [-1.439, 2.234, -0.179], [-1.734, 0.988, -1.346], [-0.684, 1.098, 1.490], [-1.536, -0.138, 0.848]], "total_charge": 1, "lumo_energy_ev": -3.66, "smiles": "CN1C=NC[NH2+]1", "e_homo_ha": -0.542}

Short version: run one, run two, most stable first.

Run one
{"formula": "C3H8N3", "method": "wB97M-V/def2-TZVPD", "symbols": ["H", "N", "N", "C", "C", "N", "C", "H", "H", "H", "H", "H", "H", "H"], "coordinates": [[-3.531, -0.180, 0.679], [-2.680, -0.637, 0.345], [-1.830, 0.258, 0.428], [-0.609, -0.383, 0.103], [0.461, -0.215, 1.086], [0.514, 0.606, -0.138], [1.484, 0.273, -1.115], [-0.742, -1.289, -0.431], [0.312, 0.343, 2.006], [1.022, -1.000, 1.308], [0.260, 1.617, -0.165], [1.754, -0.758, -1.098], [1.245, 0.505, -2.217], [2.339, 0.859, -0.792]], "total_charge": 1, "lumo_energy_ev": -3.91, "smiles": "[H]/N=N/[C@@H]1C[N@H+]1C", "e_homo_ha": -0.538}

Run two
{"formula": "C3H8N3", "method": "wB97M-V/def2-TZVPD", "symbols": ["C", "C", "C", "N", "N", "N", "H", "H", "H", "H", "H", "H", "H", "H"], "coordinates": [[2.726, -0.570, -0.404], [1.719, -0.111, 0.297], [-2.204, -0.822, 0.000], [-1.471, 1.483, 0.038], [-1.020, 2.545, 0.130], [-1.443, 0.331, 0.100], [2.490, -1.441, -1.088], [3.755, -0.277, -0.198], [2.078, 0.582, 1.041], [0.681, -0.462, 0.308], [-1.505, -1.506, -0.424], [-3.162, -0.626, -0.614], [-2.532, -1.035, 1.014], [-0.971, 3.498, -0.054]], "total_charge": 1, "lumo_energy_ev": -5.98, "e_homo_ha": -0.496}

Short version: run one, run two, most stable first.

Run one
{"formula": "C3H8N3", "method": "wB97M-V/def2-TZVPD", "symbols": ["C", "N", "N", "C", "C", "N", "H", "H", "H", "H", "H", "H", "H", "H"], "coordinates": [[-1.470, -1.908, -0.313], [-1.805, -0.651, -0.267], [-1.016, 0.290, -0.710], [0.117, 0.427, -0.194], [0.753, -0.175, 1.040], [0.775, 1.713, -0.653], [-0.621, -2.313, -0.698], [-2.140, -2.534, 0.154], [1.427, 0.591, 1.621], [1.308, -1.071, 0.727], [-0.070, -0.321, 1.733], [0.049, 2.317, -1.153], [1.536, 1.473, -1.394], [1.158, 2.162, 0.107]], "total_charge": 1, "lumo_energy_ev": -3.85, "smiles": "C=N/N=C(\\C)[NH3+]", "e_homo_ha": -0.529}

Run two
{"formula": "C3H8N3", "method": "wB97M-V/def2-TZVPD", "symbols": ["C", "C", "C", "N", "N", "N", "H", "H", "H", "H", "H", "H", "H", "H"], "coordinates": [[0.136, 0.414, -2.029], [-0.261, -0.033, -0.213], [-0.451, 0.431, 2.071], [-0.761, -0.449, -1.445], [0.649, 0.859, -0.868], [-0.820, -0.212, 0.988], [0.104, 0.737, -3.073], [2.068, -1.471, 0.043], [0.499, 0.866, 2.286], [-1.008, 0.403, 2.903], [1.962, -1.507, 0.841], [-1.487, -0.991, -1.835], [1.014, 1.699, -0.455], [-1.643, -0.748, 0.786]], "total_charge": 1, "lumo_energy_ev": [-4.37, -4.52], "e_homo_ha": [-0.448, -0.446]}

Run three
{"formula": "C3H8N3", "method": "wB97M-V/def2-TZVPD", "symbols": ["C", "C", "C", "N", "N", "N", "H", "H", "H", "H", "H", "H", "H", "H"], "coordinates": [[0.837, 1.245, -0.228], [-1.335, 1.707, -0.496], [-1.209, 0.380, -0.229], [-0.020, 2.229, -0.512], [0.129, 0.123, 0.045], [0.757, -2.492, 0.766], [1.936, 1.265, -0.220], [-2.147, 2.299, -0.826], [0.209, -2.678, -0.070], [-1.847, -0.409, -0.289], [0.266, 3.136, -0.628], [0.465, -0.780, 0.374], [0.338, -2.985, 1.557], [1.621, -3.041, 0.756]], "total_charge": 1, "lumo_energy_ev": -3.11, "e_homo_ha": -0.533}

Short version: run three, run one, run two, most stable first.